Formula: C6H8N2O2
Source: the OMol25 dataset
Level of theory: ωB97M-V/def2-TZVPD

Atoms and positions in Å:
N (-2.52709, 0.87029, -0.54699)
C (-1.32525, 1.27191, -0.13073)
O (-1.46366, 1.78877, 1.01374)
C (-0.03042, 0.75267, -0.66546)
C (0.33825, -0.67094, -0.90964)
C (-0.18187, -1.61482, 0.17371)
N (0.29918, -0.70201, 1.24672)
C (0.97756, 0.12568, 0.25031)
C (2.37278, 0.57757, 0.35605)
O (2.96587, 1.15622, -0.52970)
H (-2.56621, -0.01273, -1.04187)
H (-3.04148, 1.25412, 0.47499)
H (0.42058, 1.43743, -1.38947)
H (0.81859, -0.98231, -1.83590)
H (0.36897, -2.56337, 0.15423)
H (-1.26132, -1.81893, 0.19935)
H (0.94392, -1.16109, 1.88296)
H (2.89159, 0.29155, 1.29772)

Cartesian forces, eV/Å:
-1.7370 0.8055 1.1460
-0.8989 -0.9786 4.4519
2.3412 1.0262 -1.3817
0.3510 1.1523 -0.5210
0.1197 -0.2046 -0.2397
-0.0967 -0.2114 -0.0192
-0.0020 -0.1188 0.1945
-0.2275 0.1148 -0.2160
0.5385 0.1389 -0.4962
-0.4199 -0.2596 0.5429
-0.6256 0.1511 0.0678
0.8475 -1.8890 -3.7172
0.0857 -0.2916 0.1639
-0.1743 0.1243 0.2318
-0.1569 0.1747 -0.0330
0.2392 0.0617 0.0277
-0.0839 0.0869 -0.1160
-0.1000 0.1168 -0.0866

* E_LUMO: 0.462 eV
* SMILES string: NC(=O)[C@@H]1[C@@H]2CN[C@]12C=O
* relative energy (zero: lowest compared OMol25 entry of this formula, charge and spin): 386.9 kJ/mol